Record 1
Below is the molecule C9H11NO2 in a non-equilibrium geometry, with properties calculated with the ωB97M-V functional and the def2-TZVPD basis.

Structure (XYZ):
```
23
C9H11NO2 (the ωB97M-V functional and the def2-TZVPD basis)
C 1.768 0.578 0.374
C 1.942 -0.893 0.628
C 0.665 0.921 -0.629
C -0.708 0.395 -0.246
C -1.079 -0.876 -0.776
C -1.597 1.196 0.472
C -2.310 -1.424 -0.420
C -2.848 0.618 0.831
C -3.228 -0.663 0.340
H 3.537 0.524 -0.658
H 2.943 2.036 -0.511
H 1.478 0.998 1.372
H 0.643 2.004 -0.849
H 1.012 0.462 -1.564
H -0.333 -1.491 -1.313
H -1.251 2.187 0.815
H -2.541 -2.357 -0.932
H -3.526 1.184 1.424
H -4.166 -1.055 0.677
H 2.369 -2.502 -0.253
N 3.086 1.182 -0.004
O 1.868 -1.447 1.705
O 2.274 -1.578 -0.482
```

Kohn-Sham gap   0.361 Eh
Calculated total energy   -15096.66999 eV
Structure (SMILES)   N[C@@H](Cc1ccccc1)C(=O)O
2S+1   1
E_HOMO   -0.3354 hartree
LUMO energy   0.691 eV

---

Record 2
Below is the molecule C9H11NO2 in a non-equilibrium geometry, with properties calculated with the ωB97M-V functional and the def2-TZVPD basis.

Structure (XYZ):
```
23
C9H11NO2 (the ωB97M-V functional and the def2-TZVPD basis)
C 3.067 -0.161 0.033
C 3.071 1.201 -0.006
C 1.754 -0.592 -0.080
C 0.974 0.528 -0.008
C 1.040 -1.894 0.151
C -0.403 -1.694 -0.304
C -2.854 0.888 -0.559
C -2.588 0.895 0.879
C -1.021 -0.324 -0.143
N 1.802 1.627 -0.075
O -1.858 0.170 -1.201
O -1.755 -0.202 1.027
H 3.984 -0.782 -0.018
H 3.844 2.046 -0.121
H 1.504 -2.778 -0.442
H 1.370 -2.185 1.210
H -0.409 -1.728 -1.452
H -1.043 -2.435 0.152
H -3.811 0.457 -0.885
H -2.782 1.864 -0.977
H -2.024 1.760 1.198
H -3.327 0.778 1.687
H 1.466 2.560 -0.065
```

Kohn-Sham gap   0.312 Eh
Calculated total energy   -15092.39279 eV
2S+1   1
E_HOMO   -0.2806 hartree
LUMO energy   0.854 eV

---

Record 3
Below is a structure of composition C9H11NO2S in a non-equilibrium geometry, with properties calculated with the ωB97M-V functional and the def2-TZVPD basis.

Structure (XYZ):
```
24
C9H11NO2S (the ωB97M-V functional and the def2-TZVPD basis)
C 3.116 -1.284 0.143
C 3.290 0.033 0.616
C 1.898 -1.605 -0.524
C 2.269 0.906 0.380
C 0.872 -0.760 -0.648
C 1.047 0.575 -0.263
C -1.743 -1.953 1.027
C -0.109 1.480 -0.339
C -2.384 1.945 -0.383
N -1.299 1.061 -0.230
O -2.695 -0.876 -1.236
O -3.561 -0.159 0.840
S -2.510 -0.782 0.153
H 3.814 -2.053 0.196
H 4.204 0.421 0.993
H 1.838 -2.538 -1.044
H 2.441 1.921 0.813
H -0.136 -0.853 -1.165
H -1.002 -2.460 0.554
H -1.439 -1.689 2.013
H 0.140 2.479 -0.531
H -3.035 1.491 -1.245
H -3.072 1.882 0.569
H -1.943 2.818 -0.691
```

Kohn-Sham gap   0.318 Eh
Calculated total energy   -25927.48133 eV
2S+1   1
E_HOMO   -0.3236 hartree
LUMO energy   -0.151 eV

---

Record 4
Below is a structure of composition C9H11NO3S in a non-equilibrium geometry, with properties calculated with the ωB97M-V functional and the def2-TZVPD basis.

Structure (XYZ):
```
25
C9H11NO3S (the ωB97M-V functional and the def2-TZVPD basis)
C -1.868 -2.002 -2.308
C -2.723 -1.287 -1.471
C -0.520 -1.800 -2.256
C -2.273 -0.208 -0.673
C -0.061 -0.722 -1.540
C -0.926 0.139 -0.882
C 0.362 0.346 1.906
C 1.676 0.195 1.834
C 2.290 -0.649 2.904
N 0.746 2.203 -0.937
O 2.602 0.493 0.859
O -1.358 2.450 0.420
O 0.804 3.574 -0.755
S -0.298 1.528 0.063
H -2.095 -2.805 -2.969
H -3.653 -1.646 -1.446
H 0.219 -2.316 -2.694
H -2.963 0.344 -0.109
H 1.034 -0.368 -1.429
H -0.400 -0.097 2.514
H 2.785 -1.543 2.617
H 1.485 -0.909 3.465
H 3.103 0.045 3.393
H 2.128 1.107 0.245
H -0.096 3.929 -0.749
```

Kohn-Sham gap (alpha / beta)   0.313 / 0.313 Eh
Calculated total energy   -27972.15666 eV
2S+1   1
E_HOMO (alpha / beta)   -0.3103 / -0.3102 hartree
LUMO energy (alpha / beta)   0.078 / 0.077 eV

---

Record 5
Below is the molecule C9H11NO3S in a non-equilibrium geometry, with properties calculated with the ωB97M-V functional and the def2-TZVPD basis.

Structure (XYZ):
```
25
C9H11NO3S (the ωB97M-V functional and the def2-TZVPD basis)
C 0.270 1.534 2.473
C 1.532 1.165 2.012
C -0.899 1.148 1.983
C 1.463 0.580 0.779
C -0.908 0.468 0.784
C 0.289 0.198 0.208
C 0.880 0.084 -2.305
C -0.595 -0.080 -2.209
C -2.234 -0.104 0.416
N 0.399 -0.363 -1.086
O 0.349 -2.484 0.528
O 2.291 -2.133 -0.920
O 0.191 -2.706 -1.930
S 0.850 -2.167 -0.788
H 0.311 2.216 3.342
H 2.410 1.422 2.600
H -1.808 1.484 2.448
H 2.435 0.216 0.261
H 1.511 -0.634 -2.898
H 1.215 1.104 -2.378
H -1.206 0.775 -1.889
H -1.097 -0.993 -2.455
H -2.804 0.734 0.280
H -2.296 -0.703 -0.520
H -2.550 -0.763 1.263
```

Kohn-Sham gap   0.375 Eh
Calculated total energy   -27976.60246 eV
Structure (SMILES)   Cc1ccccc1[N+]1(S(=O)(=O)[O-])CC1
2S+1   1
E_HOMO   -0.3535 hartree
LUMO energy   0.589 eV

---

Record 6
Below is a cluster of 2 separate species, C9H11O3 in total in a non-equilibrium geometry, with properties calculated with the ωB97M-V functional and the def2-TZVPD basis.

Structure (XYZ):
```
23
C9H11O3 (the ωB97M-V functional and the def2-TZVPD basis)
C -2.899 -0.855 -1.641
C -2.165 -2.026 -2.198
O -2.279 -2.375 -3.349
O -1.427 -2.726 -1.349
H -3.921 -1.128 -1.413
H -3.020 -0.068 -2.392
H -2.480 -0.501 -0.712
C 3.034 2.194 0.620
C -0.427 -0.468 1.056
C 0.794 -0.907 0.472
C -0.340 0.785 1.749
C 1.844 -0.016 0.252
C 0.718 1.646 1.492
C 1.805 1.304 0.687
O -1.534 -1.107 0.986
H -1.104 -2.286 -0.537
H 0.999 -1.940 0.225
H -1.075 0.999 2.511
H 2.767 -0.363 -0.202
H 0.593 2.652 1.897
H 3.389 2.370 1.641
H 2.866 3.132 0.089
H 3.862 1.685 0.115
```

Kohn-Sham gap   0.256 Eh
Calculated total energy   -15655.56649 eV
2S+1   1
Charge   -1
E_HOMO   -0.1226 hartree
LUMO energy   3.623 eV